# 1
9
Properties=species:S:1:pos:R:3:mulliken_charge:R:1 method="wB97M-V/def2-TZVPD" e_lumo_ev=1.098 e_homo_ev=-8.6300 spin_multiplicity=1 charge=0 relative_energy_ev=5.075 homo_lumo_gap_ha=0.3575
C 0.307 -1.164 -0.086 -0.097
N -1.027 -0.945 0.026 -0.183
N -1.459 0.213 0.036 -0.219
N 0.792 0.822 -0.161 -0.579
N -0.537 1.158 0.040 0.130
H 0.812 -1.569 0.782 0.226
H 0.650 -1.526 -1.048 0.221
H 1.313 0.953 0.708 0.247
H -0.852 2.057 -0.297 0.253

---

# 2
9
Properties=species:S:1:pos:R:3:mulliken_charge:R:1 method="wB97M-V/def2-TZVPD" e_lumo_ev=0.790 e_homo_ev=-8.6863 spin_multiplicity=1 charge=0 relative_energy_ev=4.657 homo_lumo_gap_ha=0.3483 smiles="C1N=NNN1"
C 0.362 -1.028 -0.182 -0.156
N -1.043 -0.910 -0.087 -0.176
N -1.454 0.218 0.186 -0.184
N -0.482 1.174 -0.157 -0.059
N 0.767 0.647 -0.267 -0.426
H 0.819 -1.456 0.700 0.238
H 0.699 -1.515 -1.081 0.206
H -0.770 2.165 0.171 0.284
H 1.101 0.705 0.718 0.272

---

# 3
11
Properties=species:S:1:pos:R:3:mulliken_charge:R:1 method="wB97M-V/def2-TZVPD" e_lumo_ev=0.658 e_homo_ev=-9.0799 spin_multiplicity=1 charge=0 relative_energy_ev=4.345 homo_lumo_gap_ha=0.3579
C -1.046 0.596 1.230 0.193
N 1.190 -0.273 -1.359 -0.523
N 0.547 0.565 -0.742 1.170
N 0.992 -1.597 -1.503 -0.303
N -0.414 1.460 1.889 -0.544
O -0.706 -0.063 0.121 -0.470
O 0.696 1.716 -0.581 -0.553
H -1.890 -0.174 1.578 0.248
H 0.189 -2.010 -1.033 0.261
H 1.387 -1.966 -2.399 0.264
H -0.946 1.746 2.800 0.255

---

# 4
11
Properties=species:S:1:pos:R:3:mulliken_charge:R:1 method="wB97M-V/def2-TZVPD" e_lumo_ev=-0.882 e_homo_ev=-9.7385 spin_multiplicity=1 charge=0 relative_energy_ev=0.449 homo_lumo_gap_ha=0.3255
C -0.237 -1.001 2.254 -0.611
N 0.742 1.097 -2.833 0.853
N 1.319 2.032 -2.508 -0.426
N 0.276 0.125 -3.350 -0.742
N -0.049 0.446 1.979 -0.198
O -0.592 0.504 -0.582 -0.499
S -0.067 1.215 0.650 0.477
H -0.034 -1.060 3.381 0.252
H -1.352 -1.226 2.208 0.262
H 0.210 -1.603 1.507 0.298
H -0.217 -0.529 -2.707 0.334

---

Please write out number 3 again, unchanged.
11
Properties=species:S:1:pos:R:3:mulliken_charge:R:1 method="wB97M-V/def2-TZVPD" e_lumo_ev=0.658 e_homo_ev=-9.0799 spin_multiplicity=1 charge=0 relative_energy_ev=4.345 homo_lumo_gap_ha=0.3579
C -1.046 0.596 1.230 0.193
N 1.190 -0.273 -1.359 -0.523
N 0.547 0.565 -0.742 1.170
N 0.992 -1.597 -1.503 -0.303
N -0.414 1.460 1.889 -0.544
O -0.706 -0.063 0.121 -0.470
O 0.696 1.716 -0.581 -0.553
H -1.890 -0.174 1.578 0.248
H 0.189 -2.010 -1.033 0.261
H 1.387 -1.966 -2.399 0.264
H -0.946 1.746 2.800 0.255